# C6H10IO2Si

A cluster of 2 separate species, C6H10IO2Si in total (ωB97M-V/def2-TZVPD, the Open Molecules 2025 dataset).

Atoms and positions in Å:
C  2.639  -2.825  2.183
C  2.161  -0.590  -0.665
C  1.354  -3.248  2.381
C  0.246  0.229  1.534
C  -0.973  -1.593  -1.089
C  0.166  1.210  -1.282
O  2.116  -4.113  1.561
O  0.258  -3.283  2.878
Si  0.350  -0.387  -0.246
I  2.915  -2.217  -1.713
H  2.871  -2.080  1.578
H  -0.540  1.054  1.684
H  -0.042  -0.704  2.035
H  1.251  0.419  1.931
H  -0.518  -2.127  -1.982
H  -1.414  -2.277  -0.322
H  -1.836  -0.989  -1.563
H  -0.361  2.041  -0.621
H  1.104  1.732  -1.497
H  -0.563  1.109  -2.095

Summary:
* orbital gap (alpha / beta): 4.802 / 4.579 eV
* net charge: -1
* spin multiplicity: 1
* HOMO level (alpha / beta): -2.8 / -2.7 eV
* E_tot: -26451.9300 eV

natural (NBO) population analysis, charges in e, atoms 1 to 5: -0.381, -0.690, 0.682, -1.108, -1.091

---

# C51H49CrGeN4O4S5Sb2

A structure of composition C51H49CrGeN4O4S5Sb2 (ωB97M-V/def2-TZVPD, the Open Molecules 2025 dataset).

Atoms and positions in Å:
Cr  -0.349  0.840  -1.429
C  -3.663  -3.001  3.231
Sb  -1.642  -2.301  2.756
C  -1.385  -1.394  4.685
C  -0.801  -4.197  3.473
C  0.637  -4.121  3.894
C  0.942  -4.124  5.258
C  2.247  -4.101  5.723
C  3.293  -4.100  4.811
C  3.009  -4.079  3.456
C  1.698  -4.059  2.967
C  1.487  -3.888  1.494
Sb  1.517  -1.714  0.933
C  3.026  -2.987  -2.482
C  3.681  -1.767  0.701
H  -3.678  -3.439  4.231
H  -3.979  -3.757  2.507
H  -4.369  -2.168  3.193
H  -1.968  -1.942  5.429
H  -1.688  -0.349  4.645
H  -0.323  -1.433  4.936
H  -0.945  -4.933  2.676
H  -1.428  -4.482  4.319
H  0.123  -4.136  5.972
H  2.451  -4.075  6.787
H  4.320  -4.080  5.152
H  3.826  -4.053  2.741
H  0.529  -4.293  1.158
H  2.298  -4.349  0.927
H  3.574  -3.039  -1.543
H  3.706  -2.650  -3.268
H  2.680  -3.994  -2.735
H  4.030  -2.775  0.480
H  4.107  -1.439  1.650
H  3.975  -1.070  -0.083
S  -0.777  3.033  -0.802
C  0.779  3.770  -0.665
C  0.888  5.159  -0.578
C  2.128  5.785  -0.562
C  2.181  7.222  -0.555
N  2.184  8.373  -0.563
C  3.298  5.008  -0.591
C  3.193  3.624  -0.603
C  1.954  2.994  -0.650
S  1.858  1.258  -0.711
C  4.582  5.646  -0.674
N  5.606  6.163  -0.769
H  -0.014  5.756  -0.551
H  4.090  3.018  -0.592
C  0.581  1.591  -5.525
C  -0.126  1.747  -4.191
O  -1.119  2.459  -4.103
O  0.438  1.072  -3.226
H  -0.143  1.688  -6.332
H  1.083  0.625  -5.570
H  1.329  2.380  -5.621
O  -1.571  0.301  0.197
C  -2.565  0.334  -0.561
O  -2.404  0.679  -1.783
C  -3.908  -0.221  -0.198
C  -3.987  -1.613  -0.894
Ge  -3.044  -1.746  -2.656
C  -1.067  -1.724  -2.548
C  -0.498  -1.985  -1.348
C  0.939  -2.415  -1.155
C  1.829  -2.039  -2.362
C  1.066  -2.058  -3.665
C  -0.246  -1.875  -3.757
C  -3.960  -0.830  -4.135
C  -3.636  0.466  -4.536
C  -4.307  1.063  -5.598
C  -5.320  0.383  -6.262
C  -5.658  -0.905  -5.865
C  -4.980  -1.506  -4.812
C  -3.279  -3.683  -3.114
C  -3.546  -4.645  -2.138
C  -3.614  -6.000  -2.449
C  -3.413  -6.425  -3.755
C  -3.142  -5.486  -4.743
C  -3.072  -4.137  -4.421
H  -4.663  0.460  -0.592
H  -3.999  -0.308  0.883
H  -5.026  -1.909  -1.042
H  -3.526  -2.350  -0.231
H  -1.149  -2.159  -0.495
H  0.942  -3.504  -1.012
H  2.208  -1.019  -2.229
H  1.662  -2.190  -4.566
H  -0.744  -1.863  -4.721
H  -2.863  1.024  -4.027
H  -4.026  2.066  -5.901
H  -5.850  0.856  -7.081
H  -6.445  -1.443  -6.380
H  -5.242  -2.516  -4.515
H  -3.705  -4.340  -1.109
H  -3.820  -6.723  -1.668
H  -3.466  -7.478  -4.002
H  -2.983  -5.807  -5.766
H  -2.859  -3.417  -5.206
S  5.017  -0.951  5.876
C  3.726  -0.077  5.259
S  2.495  -0.796  4.266
C  1.681  0.826  4.059
N  2.357  1.743  4.691
N  3.468  1.243  5.366
C  4.156  2.213  6.154
C  4.084  3.546  5.744
C  4.669  4.542  6.508
C  5.328  4.229  7.690
C  5.396  2.905  8.095
C  4.815  1.896  7.338
S  0.250  1.000  3.208
H  3.551  3.778  4.835
H  4.604  5.571  6.176
H  5.781  5.011  8.288
H  5.897  2.647  9.021
H  4.868  0.871  7.666

Summary:
* orbital gap (alpha / beta): 6.015 / 6.020 eV
* net charge: -2
* spin multiplicity: 4
* HOMO level (alpha / beta): -2.5 / -2.5 eV
* E_tot: -220025.7436 eV

Löwdin population analysis, charges in e, atoms 1 to 5: 0.467, -0.360, 1.311, -0.370, -0.343

---

# C28H33N4OPtS2Te

A structure of composition C28H33N4OPtS2Te (ωB97M-V/def2-TZVPD, the Open Molecules 2025 dataset).

Atoms and positions in Å:
Pt  -0.088  -0.028  0.420
C  1.119  -1.906  5.150
S  -0.639  -1.923  4.706
C  -0.541  -1.012  3.196
S  0.463  -1.654  1.933
N  -1.271  0.070  3.139
N  -1.167  0.689  1.917
C  -1.664  1.847  1.760
C  -1.523  2.429  0.422
C  -1.991  3.682  0.085
C  -1.862  4.129  -1.223
C  -1.284  3.300  -2.162
C  -0.817  2.060  -1.753
N  -0.910  1.649  -0.493
H  1.192  -2.435  6.099
H  1.457  -0.880  5.276
H  1.711  -2.415  4.394
H  -2.158  2.353  2.582
H  -2.439  4.296  0.856
H  -2.215  5.113  -1.503
H  -1.181  3.603  -3.195
H  -0.345  1.370  -2.437
C  0.180  -2.848  -1.548
C  1.047  -1.632  -1.830
O  1.834  -1.718  -2.860
N  1.071  -0.566  -1.096
Te  2.475  0.705  -2.639
C  3.857  1.980  -3.847
C  3.332  3.095  -4.507
C  1.875  3.513  -4.433
C  4.179  3.898  -5.279
C  5.518  3.600  -5.449
C  6.411  4.458  -6.309
C  6.019  2.459  -4.827
C  5.216  1.648  -4.039
C  5.821  0.407  -3.430
C  3.531  1.115  -0.846
C  3.467  2.405  -0.308
C  2.657  3.538  -0.901
C  4.182  2.677  0.859
C  4.930  1.709  1.504
C  5.734  2.030  2.737
C  4.919  0.419  0.984
C  4.225  0.094  -0.173
C  4.196  -1.344  -0.620
H  0.218  -3.544  -2.384
H  -0.848  -2.544  -1.358
H  0.557  -3.346  -0.653
H  1.233  2.706  -4.085
H  1.525  3.823  -5.419
H  1.746  4.364  -3.756
H  3.762  4.776  -5.766
H  5.872  5.322  -6.699
H  6.796  3.886  -7.157
H  7.271  4.820  -5.742
H  7.062  2.192  -4.972
H  6.842  0.258  -3.783
H  5.237  -0.474  -3.701
H  5.842  0.477  -2.342
H  2.044  3.211  -1.739
H  3.307  4.341  -1.256
H  1.988  3.951  -0.142
H  4.142  3.683  1.270
H  5.620  3.076  3.022
H  6.795  1.840  2.562
H  5.427  1.408  3.580
H  5.459  -0.369  1.504
H  4.941  -1.929  -0.082
H  4.368  -1.451  -1.688
H  3.212  -1.771  -0.415

Summary:
* orbital gap (alpha / beta): 5.966 / 6.065 eV
* net charge: 0
* spin multiplicity: 2
* HOMO level (alpha / beta): -7.2 / -7.3 eV
* E_tot: -69788.5713 eV

natural (NBO) population analysis, charges in e, atoms 1 to 5: 0.695, -0.731, 0.268, -0.064, -0.089

---

# C7H11N

A structure of composition C7H11N (ωB97M-V/def2-TZVPD, the Open Molecules 2025 dataset).

Atoms and positions in Å:
C  -1.613  -0.324  -1.014
C  -0.119  0.408  -0.531
C  -0.453  1.822  0.203
C  0.368  0.222  0.845
C  0.926  -1.256  0.914
C  1.394  -1.328  -0.522
C  0.811  -0.574  -1.419
H  -1.827  -0.329  -2.204
H  -2.423  0.167  -0.454
H  -1.667  -1.462  -1.025
H  -1.470  2.068  0.002
H  0.186  2.842  0.004
H  -1.542  0.616  1.401
H  1.295  0.815  0.888
H  0.136  -1.974  1.252
H  1.822  -1.165  1.740
H  1.884  -2.270  -1.037
H  0.511  -0.670  -2.738
N  -0.685  1.077  1.617

Summary:
* orbital gap: 9.942 eV
* net charge: 0
* spin multiplicity: 1
* HOMO level: -9.0 eV
* E_tot: -8920.2076 eV

natural (NBO) population analysis, charges in e, atoms 1 to 5: -0.667, -0.103, -0.236, -0.086, -0.450

---

Relative energy (zero: lowest compared OMol25 entry of this formula, charge and spin)? In order: 190.57 183.41 63.89 725.67 kJ/mol.